Below is the molecule C6H8FN at a distorted geometry, with properties calculated with ωB97M-V with the def2-TZVPD basis set.

Properties
Energy relative to the best compared isomer or geometry (same formula, charge and spin), kcal per mole: 127.0
E_LUMO (spin up / spin down), eV: -1.2206 / -1.2202
Frontier orbital gap (spin up / spin down), eV: 7.48 / 7.48
E_HOMO (spin up / spin down), eV: -8.70 / -8.70
Calculated total energy, Ha: -387.83579

Geometry as XYZ:
```
16
C6H8FN, DFT ωB97M-V with the def2-TZVPD basis set
C -2.13 -1.37 -0.01
C -3.31 -0.71 -0.15
C -0.95 -0.57 0.14
C -3.68 0.63 0.01
C 1.76 0.98 0.15
C 1.04 0.22 -1.02
N -0.20 -0.47 -0.87
F -2.67 1.55 0.10
H -1.98 -2.38 -0.13
H -4.27 -1.19 -0.36
H -0.74 -0.10 1.11
H 2.93 1.21 -0.03
H 1.71 0.55 1.14
H 1.22 1.91 0.26
H 1.81 -0.70 -1.17
H 1.00 0.84 -1.91
```

---

Below is the molecule C4H5NO at a distorted geometry, with properties calculated with ωB97M-V with the def2-TZVPD basis set.

Properties
Energy relative to the best compared isomer or geometry (same formula, charge and spin), kcal per mole: 76.0
E_LUMO, eV: 0.6136
Frontier orbital gap, eV: 11.49
E_HOMO, eV: -10.88
Calculated total energy, Ha: -285.29350

Geometry as XYZ:
```
11
C4H5NO, DFT ωB97M-V with the def2-TZVPD basis set
N -0.98 -0.75 2.62
C -0.36 -0.72 1.64
C 0.38 -0.77 0.35
C -0.37 -0.16 -0.82
C 0.20 1.17 -0.48
O 1.41 0.21 0.19
H 0.68 -1.81 0.19
H 0.27 -0.47 -1.65
H -1.41 -0.30 -1.10
H 0.04 1.94 -1.28
H 0.13 1.68 0.46
```

---

Below is C5H8O2 as an isolated structure at a distorted geometry, with properties calculated with ωB97M-V with the def2-TZVPD basis set.

Properties
Energy relative to the best compared isomer or geometry (same formula, charge and spin), kcal per mole: 69.0
E_LUMO, eV: 0.4706
Frontier orbital gap, eV: 10.37
E_HOMO, eV: -9.90
Calculated total energy, Ha: -345.69497

Geometry as XYZ:
```
15
C5H8O2, DFT ωB97M-V with the def2-TZVPD basis set
C 0.46 -0.35 1.49
C -0.14 0.15 0.13
C 0.63 1.36 -0.40
C 0.00 -1.08 -0.65
C -1.72 -0.44 -1.38
O -2.74 -0.50 -1.98
O -1.53 0.34 0.06
H -0.19 -1.08 1.97
H 1.47 -0.81 1.41
H 0.56 0.53 2.11
H 0.31 1.61 -1.42
H 0.43 2.24 0.23
H 1.71 1.18 -0.41
H 1.03 -1.30 -1.00
H -0.47 -1.94 -0.18
```

---

Below is C35H29AsBrN3RhS as an isolated structure at a distorted geometry, with properties calculated with ωB97M-V with the def2-TZVPD basis set.

Properties
Energy relative to the best compared isomer or geometry (same formula, charge and spin), kcal per mole: 31.5
Total charge: +1
E_LUMO (spin up / spin down), eV: -3.5601 / -4.4116
Frontier orbital gap (spin up / spin down), eV: 6.68 / 5.61
E_HOMO (spin up / spin down), eV: -10.24 / -10.02
Calculated total energy, Ha: -6833.82250

Geometry as XYZ:
```
71
C35H29AsBrN3RhS, DFT ωB97M-V with the def2-TZVPD basis set
Rh 1.02 0.31 0.14
C 0.45 -3.24 0.16
C 1.74 -2.76 -0.42
C 2.53 -3.61 -1.19
C 3.75 -3.17 -1.65
C 4.21 -1.93 -1.25
C 3.40 -1.14 -0.47
N 2.14 -1.51 -0.13
C 3.87 0.11 0.17
C 5.21 0.45 0.24
C 5.58 1.50 1.08
C 4.62 2.12 1.85
C 3.29 1.75 1.70
N 2.93 0.81 0.83
C 2.22 2.33 2.56
C 2.36 3.59 3.12
C 1.36 4.05 3.96
C 0.28 3.23 4.21
C 0.20 1.99 3.59
C -0.99 1.10 3.77
N 1.17 1.54 2.78
H 0.41 -4.33 0.13
H -0.41 -2.87 -0.40
H 0.36 -2.92 1.19
H 2.17 -4.60 -1.42
H 4.36 -3.81 -2.27
H 5.19 -1.58 -1.55
H 5.95 -0.10 -0.30
H 6.62 1.78 1.16
H 4.91 2.86 2.58
H 3.20 4.22 2.87
H 1.43 5.03 4.42
H -0.52 3.55 4.87
H -1.74 1.57 4.40
H -0.70 0.15 4.23
H -1.44 0.88 2.80
S 0.31 2.42 0.06
C -1.07 2.58 -1.01
C -1.44 3.86 -1.43
C -2.51 4.01 -2.30
C -3.20 2.90 -2.77
C -2.82 1.63 -2.35
C -1.78 1.48 -1.45
As -1.15 -0.20 -0.78
C -2.52 -0.82 0.44
C -3.87 -0.72 0.11
C -4.83 -1.19 0.98
C -4.45 -1.77 2.19
C -3.11 -1.88 2.52
C -2.14 -1.40 1.64
C -1.42 -1.36 -2.31
C -2.08 -2.58 -2.17
C -2.27 -3.40 -3.28
C -1.81 -3.00 -4.52
C -1.15 -1.79 -4.66
C -0.96 -0.97 -3.56
H -0.87 4.72 -1.09
H -2.79 5.00 -2.63
H -4.01 3.02 -3.46
H -3.33 0.76 -2.74
H -4.17 -0.27 -0.83
H -5.88 -1.10 0.73
H -5.21 -2.14 2.87
H -2.82 -2.32 3.46
H -1.10 -1.46 1.91
H -2.46 -2.90 -1.21
H -2.79 -4.34 -3.17
H -1.95 -3.64 -5.39
H -0.80 -1.47 -5.63
H -0.46 -0.02 -3.68
Br 1.78 1.02 -2.24
```